85
Properties=species:S:1:pos:R:3 method="wB97M-V/def2-TZVPD" e_lumo_ha=-0.18614 gap_ev=1.40 energy_ha=-13437.47137
C -0.93 -2.34 -1.07
C -1.52 -3.55 -0.85
B -2.49 -4.39 -1.68
C -3.70 -3.80 -2.50
C -4.16 -2.44 -2.07
C -4.89 -2.49 -0.73
F -4.99 -1.84 -2.98
H -1.12 -1.49 -0.41
H -0.18 -2.17 -1.82
H -1.23 -4.02 0.09
H -2.35 -5.57 -1.66
H -4.52 -4.50 -2.35
H -3.46 -3.83 -3.56
H -3.32 -1.76 -1.90
H -5.42 -1.54 -0.57
H -4.13 -2.62 0.05
H -5.61 -3.31 -0.70
Al -5.01 -2.33 1.63
Cl -4.86 0.57 -2.43
C -2.32 3.57 -1.63
Br -1.93 4.42 0.02
Br -1.77 1.60 -1.46
Br -4.10 3.76 -2.18
H -1.68 3.98 -2.39
C -4.00 -8.29 -4.65
N -3.72 -7.19 -3.69
O -4.23 -7.25 -2.59
O -3.00 -6.29 -4.08
H -4.65 -9.00 -4.17
H -4.48 -7.84 -5.52
H -3.05 -8.74 -4.92
C 2.98 0.55 2.37
C 1.78 -0.10 1.71
C 2.09 -1.43 1.02
O 2.76 -1.33 -0.22
C 4.16 -1.13 -0.12
N 1.19 0.88 0.78
H 3.64 1.04 1.65
H 2.64 1.33 3.06
H 3.57 -0.17 2.94
H 1.05 -0.31 2.49
H 1.13 -1.92 0.78
H 2.63 -2.11 1.69
H 4.58 -1.66 0.74
H 4.40 -0.07 -0.06
H 4.62 -1.52 -1.03
H 0.32 0.51 0.41
H 1.80 0.94 -0.03
C 8.49 -2.14 3.58
C 9.50 -2.95 3.31
C 9.42 -3.96 2.22
O 10.35 -4.70 1.98
C 8.16 -4.02 1.44
C 7.15 -3.21 1.70
C 7.23 -2.20 2.79
O 6.30 -1.46 3.03
H 8.52 -1.40 4.37
H 10.43 -2.93 3.87
H 8.13 -4.76 0.65
H 6.22 -3.24 1.15
C -7.32 6.02 -3.91
C -7.81 4.71 -3.34
O -8.83 5.13 -2.46
C -9.34 6.30 -2.95
O -10.36 6.78 -2.61
O -8.51 6.82 -3.88
F -6.84 4.07 -2.64
H -6.56 6.48 -3.28
H -6.93 5.93 -4.92
H -8.23 4.02 -4.08
C 1.42 4.37 3.50
C 1.68 5.75 4.05
O 2.38 5.47 5.25
C 3.04 4.30 5.06
O 3.92 3.90 5.75
O 2.56 3.65 3.97
F 0.51 6.39 4.36
H 0.52 3.92 3.91
H 1.37 4.36 2.42
H 2.28 6.38 3.40
N 4.86 7.36 2.48
O 5.95 7.34 1.88
O 3.98 6.50 2.20
O 4.63 8.21 3.35
Br -0.80 -0.02 -2.98


12
Properties=species:S:1:pos:R:3 method="wB97M-V/def2-TZVPD" e_lumo_ha=0.01184 gap_ev=10.49 energy_ha=-306.46545
C -1.26 -0.38 -0.41
C 0.25 -0.16 -0.29
C 0.65 1.30 -0.32
O 1.70 1.71 -0.75
C 0.81 -0.71 1.02
O 0.14 -1.17 1.91
H -1.51 -0.94 -1.32
H -1.63 -0.93 0.46
H -1.80 0.58 -0.46
H 0.82 -0.64 -1.09
H -0.10 2.00 0.13
H 1.92 -0.64 1.11


18
Properties=species:S:1:pos:R:3 method="wB97M-V/def2-TZVPD" e_lumo_ha="-0.40074 / -0.41523" charge=+2 s_squared=0.757 gap_ev="8.26 / 8.04" spin_multiplicity=2 energy_ha=-518.58483
C 0.69 2.51 0.91
O -0.19 1.58 0.32
C -0.67 0.51 1.16
C -1.76 -0.16 0.40
H 0.98 3.23 0.14
H 0.18 3.01 1.74
H 1.59 2.00 1.29
H -0.99 0.94 2.12
H -2.76 0.28 0.57
H -1.77 -1.25 0.53
C 0.49 -2.74 -1.30
C 1.28 -1.57 -1.55
O 0.70 -0.56 -2.08
Tl -0.80 0.47 -1.39
H 0.96 -3.72 -1.32
H -0.57 -2.58 -1.07
H 2.33 -1.74 -1.84
H 0.30 -0.22 1.39


19
Properties=species:S:1:pos:R:3 method="wB97M-V/def2-TZVPD" e_lumo_ha=0.01584 gap_ev=8.87 energy_ha=-493.62165
H -3.23 -0.83 -3.01
N -2.88 0.06 -2.68
C -1.78 -0.01 -2.08
C -1.14 1.24 -1.54
O -1.10 -1.17 -1.90
H -0.17 1.39 -2.01
H -1.00 1.15 -0.47
H -1.78 2.09 -1.76
H -0.27 -1.03 -1.41
N 2.30 0.62 1.96
C 1.23 -0.28 2.08
O 0.75 -0.41 3.36
C 0.70 -0.90 1.02
O 1.17 -0.70 -0.26
H 2.43 1.11 2.83
H 3.16 0.17 1.69
H -0.05 -0.95 3.36
H -0.11 -1.60 1.07
H 1.78 0.05 -0.24


76
Properties=species:S:1:pos:R:3 method="wB97M-V/def2-TZVPD" e_lumo_ha="0.11167 / 0.11167" charge=-2 gap_ev="4.71 / 4.56" energy_ha=-4023.85675
Ca -17.81 10.34 8.32
C -10.33 7.44 7.81
C -9.35 7.89 6.93
C -9.34 9.06 6.27
C -10.42 9.91 6.64
C -10.42 11.13 5.84
N -15.92 11.07 6.63
C -15.74 10.26 5.71
C -14.94 10.40 4.48
C -13.86 11.14 4.31
C -13.18 10.92 2.91
C -13.78 10.09 1.92
C -15.16 9.78 2.18
C -15.69 9.80 3.44
C -17.15 9.86 4.04
N -18.20 10.16 3.59
C -18.70 11.21 4.58
N -17.71 12.09 4.94
C -18.04 12.87 6.14
N -17.18 13.57 6.77
C -15.90 13.41 6.79
N -15.13 12.20 6.68
C -13.89 12.34 7.53
N -13.13 11.26 7.66
C -12.15 10.67 8.28
N -10.44 11.80 4.92
C -11.39 9.58 7.64
C -11.27 8.32 8.19
C -13.74 13.66 7.80
C -12.63 14.26 8.36
C -12.82 15.67 8.56
C -14.01 16.34 8.16
C -14.98 15.65 7.41
C -14.99 14.32 7.40
C -19.33 12.43 6.42
C -19.91 12.83 7.59
C -21.23 12.48 7.80
C -21.88 11.50 6.92
C -21.18 11.03 5.79
C -19.79 11.43 5.55
N -16.91 9.45 5.41
H -10.19 6.49 8.23
H -8.59 7.23 6.49
H -8.58 9.45 5.67
H -13.33 11.61 5.09
H -12.14 11.53 2.48
H -13.35 9.66 1.14
H -15.73 9.32 1.48
H -12.14 7.84 8.73
H -11.56 13.95 8.70
H -11.93 16.00 8.94
H -14.19 17.36 8.41
H -15.62 16.34 6.90
H -19.67 13.59 8.21
H -21.67 13.14 8.52
H -22.97 11.41 6.93
H -21.74 10.59 4.94
I -12.83 6.75 -1.48
C -14.42 5.96 -0.40
I -13.85 4.94 1.31
H -14.98 5.25 -1.10
H -15.24 6.92 -0.23
C -12.42 4.35 7.02
S -13.00 4.79 5.28
C -14.56 5.53 5.74
O -13.30 3.56 4.51
H -13.30 3.81 7.64
H -12.41 5.32 7.35
H -11.53 3.73 7.01
H -15.00 5.14 6.65
H -15.21 5.33 4.86
H -14.39 6.59 5.81
S -14.97 5.86 9.62
C -16.02 7.11 9.16
N -16.65 8.05 8.90
H -18.63 11.07 10.14


8
Properties=species:S:1:pos:R:3 method="wB97M-V/def2-TZVPD" e_lumo_ha="-0.06109 / -0.06108" gap_ev="7.22 / 7.22" energy_ha=-660.17788
C -0.84 0.52 -1.91
C 0.89 0.87 -0.28
N -1.60 0.29 -2.73
N 0.21 0.93 -1.30
O -0.62 -1.47 2.19
S 0.46 -0.27 2.04
H 1.82 1.49 -0.26
H -0.30 -2.36 2.25


Repeat the second record exactly.
12
Properties=species:S:1:pos:R:3 method="wB97M-V/def2-TZVPD" e_lumo_ha=0.01184 gap_ev=10.49 energy_ha=-306.46545
C -1.26 -0.38 -0.41
C 0.25 -0.16 -0.29
C 0.65 1.30 -0.32
O 1.70 1.71 -0.75
C 0.81 -0.71 1.02
O 0.14 -1.17 1.91
H -1.51 -0.94 -1.32
H -1.63 -0.93 0.46
H -1.80 0.58 -0.46
H 0.82 -0.64 -1.09
H -0.10 2.00 0.13
H 1.92 -0.64 1.11